Entry 1:
Entry from OMol25: a molecular structure, C3H6NO in a non-equilibrium geometry (ωB97M-V/def2-TZVPD).

Positions of all 11 atoms, in Å:
C  -0.897  0.613  -0.469
C  1.034  -0.801  -0.183
C  -0.857  -0.764  0.408
N  0.248  0.291  0.458
O  -0.065  -1.724  -0.088
H  -0.439  0.743  -1.471
H  -1.719  1.356  -0.288
H  1.406  -0.680  -1.175
H  1.924  -1.202  0.479
H  -1.518  -0.869  1.288
H  0.709  1.127  1.046

Output
- Lowest unoccupied orbital energy: -3.89 eV
- Energy relative to the best compared isomer or geometry (same formula, charge and spin): 2.954 eV
- HOMO-LUMO gap: 11.81 eV
- Max |F|: 3.8 eV/A
- Net charge: +1

These are the natural (NBO) partial charges, in e, on atoms 1 to 2: -0.274 0.091

Entry 2:
Entry from OMol25: a gas-phase ion, C3H6NO2 (charge -1) in a non-equilibrium geometry (ωB97M-V/def2-TZVPD).

Positions of all 12 atoms, in Å:
O  -1.766  -0.556  1.567
C  -0.799  -0.138  0.826
N  0.373  -0.759  0.461
C  1.544  -0.599  -0.679
O  1.582  -1.605  -1.485
C  -1.116  1.123  0.067
H  0.303  -1.758  0.363
H  2.406  -0.348  0.111
H  1.285  0.400  -1.050
H  -1.631  1.708  0.823
H  -0.285  1.616  -0.351
H  -1.896  0.917  -0.656

Output
- Lowest unoccupied orbital energy: 4.26 eV
- Energy relative to the best compared isomer or geometry (same formula, charge and spin): 2.052 eV
- HOMO-LUMO gap: 7.78 eV
- Max |F|: 3.4 eV/A
- Net charge: -1
- Structure (SMILES): CC(=O)NC[O-]

These are the natural (NBO) partial charges, in e, on atoms 1 to 2: -0.720 0.663

Entry 3:
Entry from OMol25: 2 unconnected molecules or ions with the total composition C3H6NO2 in a non-equilibrium geometry (ωB97M-V/def2-TZVPD).

Positions of all 12 atoms, in Å:
C  -1.954  -0.170  -0.227
C  -0.008  -0.982  -1.202
N  -1.245  -1.167  -1.021
H  -1.254  0.382  0.419
H  -2.453  0.545  -0.890
H  -2.634  -0.658  0.465
H  0.535  -1.768  -1.712
H  0.474  -0.038  -0.949
O  2.968  1.651  0.636
C  2.136  0.984  1.278
O  1.693  -0.146  0.968
H  1.741  1.367  2.233

Output
- Lowest unoccupied orbital energy: 4.12 eV
- Energy relative to the best compared isomer or geometry (same formula, charge and spin): 1.481 eV
- HOMO-LUMO gap: 8.28 eV
- Max |F|: 1.4 eV/A
- Net charge: -1

These are the natural (NBO) partial charges, in e, on atoms 1 to 2: -0.451 -0.020

Entry 4:
Entry from OMol25: 2 unconnected molecules or ions with the total composition C3H6NO2 in a non-equilibrium geometry (ωB97M-V/def2-TZVPD).

Positions of all 12 atoms, in Å:
C  0.308  1.300  2.190
C  0.360  0.335  1.279
N  0.771  0.321  -0.057
H  0.460  2.344  1.847
H  -0.288  1.213  3.205
H  -0.326  -0.418  1.650
H  0.901  1.265  -0.545
H  0.137  -0.281  -0.697
O  0.608  -1.508  -1.699
C  -0.571  -1.529  -2.206
O  -1.428  -0.596  -2.232
H  -0.933  -2.444  -2.737

Output
- Lowest unoccupied orbital energy: 4.25 eV
- Energy relative to the best compared isomer or geometry (same formula, charge and spin): 2.066 eV
- HOMO-LUMO gap: 8.48 eV
- Max |F|: 3.1 eV/A
- Net charge: -1

These are the natural (NBO) partial charges, in e, on atoms 1 to 2: -0.586 0.023

Entry 5:
Entry from OMol25: a gas-phase ion, C3H6NO2 (charge -1) in a non-equilibrium geometry (ωB97M-V/def2-TZVPD).

Positions of all 12 atoms, in Å:
C  0.071  -0.006  -0.110
C  0.852  0.488  1.195
C  -0.779  -1.247  -0.235
N  0.009  0.884  -1.048
O  -0.736  0.618  -2.038
O  0.778  1.955  -1.017
H  0.784  1.601  1.063
H  0.371  0.177  2.189
H  1.826  0.128  1.110
H  -0.875  -1.227  -1.347
H  -1.896  -1.143  0.150
H  -0.405  -2.229  0.087

Output
- Lowest unoccupied orbital energy: 4.35 eV
- Energy relative to the best compared isomer or geometry (same formula, charge and spin): 4.635 eV
- HOMO-LUMO gap: 7.03 eV
- Max |F|: 4.4 eV/A
- Net charge: -1
- Structure (SMILES): CC(C)=[N+]([O-])[O-]

These are the natural (NBO) partial charges, in e, on atoms 1 to 2: 0.027 -0.655

Entry 6:
Entry from OMol25: a gas-phase ion, C3H6NO2 (charge -1) in a non-equilibrium geometry (ωB97M-V/def2-TZVPD).

Positions of all 12 atoms, in Å:
O  0.114  0.263  3.066
C  0.190  0.030  1.815
C  -0.683  0.371  0.709
N  -0.488  -0.622  -0.407
C  0.548  -0.192  -1.408
O  0.696  0.937  -1.908
H  1.062  -0.080  1.144
H  -1.768  0.307  0.737
H  -0.403  1.372  0.254
H  -1.322  -0.715  -0.877
H  1.598  -0.609  -0.892
H  0.456  -1.062  -2.234

Output
- Lowest unoccupied orbital energy: 4.05 eV
- Energy relative to the best compared isomer or geometry (same formula, charge and spin): 4.117 eV
- HOMO-LUMO gap: 6.76 eV
- Max |F|: 6.2 eV/A
- Net charge: -1
- Structure (SMILES): O=CCNC[O-]

These are the natural (NBO) partial charges, in e, on atoms 1 to 2: -0.583 0.427

Entry 7:
Entry from OMol25: a gas-phase ion, C3H6NO2 (charge -1) in a non-equilibrium geometry (ωB97M-V/def2-TZVPD).

Positions of all 12 atoms, in Å:
C  -1.099  1.208  0.944
N  0.141  0.607  0.927
C  0.718  0.235  -0.403
C  0.420  -1.266  -0.726
O  0.197  -1.515  -2.033
O  -2.167  0.703  1.221
H  -1.063  2.216  0.506
H  0.045  -0.241  1.484
H  1.749  0.540  -0.394
H  0.229  0.871  -1.150
H  -0.444  -1.491  -0.062
H  1.274  -1.866  -0.313

Output
- Lowest unoccupied orbital energy: 4.08 eV
- Energy relative to the best compared isomer or geometry (same formula, charge and spin): 2.551 eV
- HOMO-LUMO gap: 6.58 eV
- Max |F|: 1.8 eV/A
- Net charge: -1
- Structure (SMILES): O=CNCC[O-]

These are the natural (NBO) partial charges, in e, on atoms 1 to 2: 0.551 -0.667

Entry 8:
Entry from OMol25: 2 unconnected molecules or ions with the total composition C3H6NO2 in a non-equilibrium geometry (ωB97M-V/def2-TZVPD).

Positions of all 12 atoms, in Å:
C  0.930  1.311  -0.046
C  1.058  -0.002  -0.318
N  2.047  -0.890  0.185
H  1.761  1.997  -0.211
H  -0.057  1.720  0.118
H  0.214  -0.537  -0.741
H  2.760  -0.407  0.718
H  1.589  -1.501  0.849
O  -2.586  -1.288  0.781
C  -2.553  -0.438  -0.128
O  -2.119  0.734  -0.095
H  -3.044  -0.698  -1.110

Output
- Lowest unoccupied orbital energy: 4.04 eV
- Energy relative to the best compared isomer or geometry (same formula, charge and spin): 2.213 eV
- HOMO-LUMO gap: 8.02 eV
- Max |F|: 1.8 eV/A
- Net charge: -1

These are the natural (NBO) partial charges, in e, on atoms 1 to 2: -0.538 0.028

Entry 9:
Entry from OMol25: a gas-phase ion, C3H6NO2 (charge -1) in a non-equilibrium geometry (ωB97M-V/def2-TZVPD).

Positions of all 12 atoms, in Å:
O  -0.085  -1.242  -2.102
C  -0.236  -0.514  -1.060
N  0.724  0.374  -0.654
C  1.014  0.957  0.764
O  1.788  1.986  0.673
C  -1.287  -0.812  0.068
H  1.582  0.545  -1.174
H  -0.018  1.318  1.139
H  1.307  -0.001  1.429
H  -1.054  -0.535  1.133
H  -1.607  -1.904  -0.134
H  -2.126  -0.173  -0.083

Output
- Lowest unoccupied orbital energy: 4.13 eV
- Energy relative to the best compared isomer or geometry (same formula, charge and spin): 1.992 eV
- HOMO-LUMO gap: 7.20 eV
- Max |F|: 3.5 eV/A
- Net charge: -1
- Structure (SMILES): CC(=O)NC[O-]

These are the natural (NBO) partial charges, in e, on atoms 1 to 2: -0.715 0.660

Entry 10:
Entry from OMol25: 2 unconnected molecules or ions with the total composition C3H6NO2 in a non-equilibrium geometry (ωB97M-V/def2-TZVPD).

Positions of all 12 atoms, in Å:
C  -0.523  1.877  -1.239
C  -0.097  0.777  -0.927
C  0.393  -0.525  -0.444
N  1.425  -0.543  0.399
O  -0.263  -1.553  -0.782
O  -1.248  -0.057  1.194
H  -0.698  2.865  -1.561
H  2.045  0.218  0.293
H  -1.551  -0.116  2.095
H  1.992  -1.451  0.498
H  0.042  -2.292  -0.325
H  -1.518  0.800  0.801

Output
- Lowest unoccupied orbital energy: -5.14 eV
- Energy relative to the best compared isomer or geometry (same formula, charge and spin): 2.117 eV
- HOMO-LUMO gap: 10.54 eV
- Max |F|: 3.3 eV/A
- Net charge: +1

These are the natural (NBO) partial charges, in e, on atoms 1 to 2: 0.007 -0.187